ORCA calculation (wB97M-V/def2-TZVPD) on a molecular structure, C17H18N3O7S5Ti.

## Properties
Energy above the lowest of the compared OMol25 structures with the same formula, charge and spin (kcal per mole): 51.7
Energy (eV): -114018.3218
Frontier orbital gap (spin up / spin down) (eV): 4.363 / 5.317
Charge: -2
Multiplicity: 2

```
51
Properties=species:S:1:pos:R:3:forces:R:3
Ti -5.038 6.950 11.465 1.849 0.872 -2.008
O -5.094 5.517 12.469 -0.654 -3.091 1.159
C -5.741 4.406 13.029 0.089 0.541 -0.093
C -7.247 4.213 12.592 0.544 0.997 0.610
N -7.923 5.464 12.394 0.530 -0.332 0.968
C -8.407 5.723 11.065 -0.960 0.233 0.958
C -7.318 5.732 9.942 0.453 1.136 -0.890
O -7.529 5.011 8.974 0.190 0.412 0.600
O -6.286 6.595 10.029 -2.837 -2.034 -0.300
C -8.076 6.482 13.435 0.529 -0.041 -0.678
C -7.564 7.827 12.793 1.731 0.853 0.612
O -8.377 8.710 12.561 0.387 -0.458 0.083
O -6.224 7.952 12.578 -4.263 0.222 1.149
H -4.822 3.851 10.315 0.107 -0.186 0.172
H -5.647 4.554 14.134 -0.301 -0.570 -0.551
H -5.249 3.480 12.697 0.292 0.021 0.438
H -7.715 3.595 13.399 0.093 0.061 -0.471
H -7.337 3.707 11.618 0.334 -0.188 0.477
H -8.926 6.689 11.187 0.349 -0.096 -0.812
H -9.242 4.986 10.876 0.988 0.466 -0.609
H -7.584 6.258 14.404 0.557 -0.147 -0.911
H -9.121 6.548 13.767 -0.190 0.515 -0.476
O -4.556 10.388 8.535 0.031 0.773 0.807
C -4.419 11.386 9.444 -1.099 -0.321 1.238
C -4.729 12.731 9.112 1.017 0.136 -0.708
C -4.504 13.829 10.001 0.178 -3.365 -1.319
C -3.875 13.521 11.189 0.105 0.208 1.134
C -3.658 12.202 11.604 0.039 -0.755 -0.507
C -4.115 11.080 10.829 0.869 1.765 -1.089
C -4.124 9.663 11.213 1.422 -1.180 2.057
O -4.434 8.749 10.355 -0.442 0.336 0.591
N -3.701 9.344 12.453 -1.156 3.033 -1.177
N -3.617 8.041 12.658 1.829 -2.408 2.593
C -3.353 7.688 13.948 -1.088 1.060 -3.460
S -4.125 8.584 15.169 -0.033 1.251 0.803
C -3.503 7.702 16.642 -0.708 -0.534 -1.236
C -2.464 6.644 16.252 0.819 -0.062 -1.078
S -2.461 6.295 14.373 -0.071 -0.681 1.278
H -4.533 9.499 9.085 0.012 0.779 -0.443
H -4.895 12.856 8.018 -0.402 0.281 0.973
H -4.733 14.794 9.663 -0.169 1.275 -0.198
H -3.560 14.313 11.883 -0.106 -0.267 -0.400
H -2.993 12.102 12.480 -1.000 -0.506 -0.243
H -4.374 7.151 16.973 -0.177 0.103 0.572
H -3.252 8.507 17.327 0.525 -0.476 0.341
H -2.672 5.661 16.703 0.166 0.534 0.031
H -1.426 6.954 16.446 -0.469 -0.125 0.219
S -3.809 5.541 7.108 0.091 -0.114 -0.497
C -3.737 5.131 8.699 0.222 0.023 -0.097
S -2.956 6.097 9.883 -0.427 -0.703 0.101
S -4.486 3.521 9.059 0.202 0.753 0.285
```
Positions in Å, forces in eV/Å.

Atomic partial charges in e from the natural (NBO) method, atoms 1 to 5: 1.506 -0.803 -0.053 -0.223 -0.467

---

ORCA calculation (wB97M-V/def2-TZVPD) on a molecular structure, C17H18N4O2.

## Properties
Energy above the lowest of the compared OMol25 structures with the same formula, charge and spin (kcal per mole): 349.2
Energy (eV): -27962.4593
Frontier orbital gap (eV): 7.677
Charge: 0
Multiplicity: 1

```
41
Properties=species:S:1:pos:R:3:forces:R:3
C -4.737 -1.042 0.226 2.255 -5.447 -9.845
H -5.038 -0.662 -0.792 -0.618 -0.440 0.840
H -5.412 -0.961 0.866 -5.735 0.418 5.484
H -4.396 -2.092 -0.063 -1.106 0.622 0.732
C -3.603 -0.352 0.469 -3.268 6.403 12.628
N -2.650 -0.265 -0.355 5.751 -0.642 -6.140
C -1.504 0.335 -0.206 3.624 -1.410 -7.671
N -0.941 1.272 0.494 -1.411 1.080 3.650
C 0.196 1.754 0.278 2.506 1.627 3.466
N 1.032 1.465 -0.749 -1.520 0.672 1.446
C 0.493 0.910 -1.813 -0.072 -7.609 -7.543
O 1.157 0.658 -2.904 -1.370 2.293 3.182
C -0.728 -0.010 -1.690 8.989 11.359 12.715
C -1.627 -0.580 -2.228 -7.395 -7.255 -8.252
N -2.741 -0.875 -1.678 -2.721 0.002 4.131
H -1.605 -1.153 -3.103 0.426 -0.167 -2.094
C 2.339 1.949 -0.793 0.252 6.789 -3.815
C 3.293 1.558 0.252 4.025 7.221 1.353
O 4.031 2.512 0.797 -3.577 -4.551 -2.059
C 3.623 0.211 0.293 1.970 -0.809 -2.238
C 4.962 -0.170 0.126 1.019 6.618 3.266
C 5.294 -1.390 0.340 7.066 -3.170 -1.401
C 4.461 -2.383 0.190 -6.101 -2.976 1.274
C 3.056 -2.130 0.302 0.858 -0.753 -4.605
C 2.707 -0.689 -0.097 0.713 -7.027 4.222
H 1.737 -0.621 0.164 -3.582 1.184 -0.233
H 2.389 -3.151 0.107 1.226 3.315 0.701
H 4.816 -3.369 0.078 0.256 -1.140 0.338
H 6.385 -1.763 0.314 -1.428 1.255 0.195
H 5.769 0.594 0.332 -1.175 -0.477 -0.746
H 2.241 3.310 -0.795 0.476 -4.064 0.360
H 2.639 1.836 -1.977 -0.114 -0.394 3.140
H 0.729 2.403 1.146 -1.431 -1.209 -2.268
C -4.106 1.143 0.814 1.382 3.439 -0.044
H -4.514 1.616 -0.085 -0.304 -0.388 -0.339
H -4.819 1.507 1.632 0.757 -1.773 -0.747
H -3.219 1.886 0.991 -1.180 -1.703 -0.098
C -3.025 -0.721 2.174 3.111 -2.261 -9.135
H -2.691 -1.714 1.762 0.554 0.686 1.519
H -2.303 0.002 2.324 1.620 1.050 0.565
H -3.692 -0.830 2.855 -4.728 -0.366 4.065
```
Positions in Å, forces in eV/Å.

Atomic partial charges in e from the natural (NBO) method, atoms 1 to 5: -0.596 0.225 0.208 0.212 0.203

---

ORCA calculation (wB97M-V/def2-TZVPD) on a molecular structure, C17H18N4O2STc.

## Properties
Energy above the lowest of the compared OMol25 structures with the same formula, charge and spin (kcal per mole): 11.1
Energy (eV): -40961.5593
Frontier orbital gap (spin up / spin down) (eV): 6.522 / 4.835
Charge: +4
Multiplicity: 4

```
43
Properties=species:S:1:pos:R:3:forces:R:3
N 3.165 -1.259 -1.690 -0.132 -0.529 0.638
C 3.820 -2.213 -1.702 -0.090 0.684 -0.382
C 4.716 -3.341 -1.899 -0.028 -0.184 0.050
H 5.736 -2.984 -1.985 0.176 0.157 -0.040
H 4.445 -3.837 -2.827 -0.025 -0.056 -0.154
H 4.678 -4.072 -1.096 -0.146 0.074 0.129
N -2.932 -1.584 0.372 -2.617 -1.094 -0.155
C -4.003 -2.015 0.263 1.053 -0.009 0.864
C -5.296 -2.608 0.254 -0.179 0.317 -0.457
H -5.428 -3.102 -0.716 -0.218 -0.167 0.171
H -6.031 -1.807 0.382 -0.188 -0.164 0.043
H -5.338 -3.315 1.084 -0.146 -0.201 0.048
N 0.821 3.640 0.678 -0.268 0.427 1.518
C 0.695 4.436 1.522 0.270 -0.940 -1.607
C 0.556 5.562 2.423 -0.104 0.158 0.237
H -0.002 5.328 3.326 -0.046 -0.188 -0.043
H 0.034 6.351 1.891 -0.073 0.151 -0.090
H 1.532 5.935 2.713 0.231 0.022 -0.021
Tc -1.306 -0.655 0.060 1.690 3.263 -5.036
C -1.561 0.441 1.591 -0.936 4.391 6.946
O -1.665 1.107 2.544 0.437 -3.029 -4.553
C -0.283 -2.235 0.280 4.951 -7.467 1.621
O 0.393 -3.183 0.452 -3.615 5.025 -1.062
C -0.622 -0.782 -2.489 -0.365 -0.972 0.306
C 0.212 0.244 -2.036 0.480 0.537 0.319
C -0.337 1.401 -1.474 0.596 -0.146 -0.005
C -1.726 1.534 -1.359 -0.593 0.018 0.776
C -2.571 0.479 -1.743 -0.513 0.009 0.205
C -2.017 -0.689 -2.317 -0.084 -0.419 0.033
H -0.166 -1.666 -2.936 -0.187 0.085 -0.031
H 1.291 0.138 -2.138 -0.020 -0.180 -0.077
H 0.304 2.209 -1.132 -0.119 0.133 0.073
H -2.125 2.453 -0.929 -0.086 -0.161 -0.140
H -3.654 0.574 -1.589 0.419 -0.026 -0.229
H -2.652 -1.527 -2.624 0.155 0.383 -0.009
S 3.536 0.931 1.570 0.137 -0.725 1.601
C 2.799 -0.031 2.811 1.945 1.541 -1.211
C 1.540 -0.437 2.401 -1.840 0.051 -1.948
N 1.180 0.002 1.143 -0.547 -0.655 0.846
C 2.129 0.731 0.587 -0.278 -0.355 0.458
H 3.255 -0.271 3.757 0.343 0.062 0.203
H 0.846 -1.049 2.976 0.247 0.093 0.042
H 2.033 1.165 -0.397 0.317 0.087 0.122
```
Positions in Å, forces in eV/Å.

Atomic partial charges in e from the natural (NBO) method, atoms 1 to 5: -0.538 0.441 -0.755 0.302 0.297

---

ORCA calculation (wB97M-V/def2-TZVPD) on a molecular structure, C17H18N6O6PdS2.

## Properties
Energy above the lowest of the compared OMol25 structures with the same formula, charge and spin (kcal per mole): 0.0
Energy (eV): -64298.3417
Frontier orbital gap (eV): 6.507
Charge: -2
Multiplicity: 1

```
50
Properties=species:S:1:pos:R:3:forces:R:3
Pd 0.524 -0.444 -2.187 -0.214 0.054 -0.175
O -3.255 -1.379 -2.288 0.111 -0.183 -0.056
S -2.570 -1.895 -1.127 0.136 -0.001 -0.183
O -3.152 -3.110 -0.579 -0.012 -0.213 0.046
O -1.104 -1.999 -1.226 -0.268 0.310 -0.036
C -2.880 -0.660 0.157 0.002 0.231 0.339
C -3.573 -1.145 1.268 0.026 -0.051 -0.086
C -3.947 -0.330 2.322 -0.008 0.049 0.027
C -3.639 1.019 2.279 0.007 0.012 0.011
C -2.942 1.518 1.191 0.031 0.027 -0.075
C -2.541 0.705 0.131 -0.024 0.077 -0.014
S -1.501 1.570 -1.095 0.063 -0.316 0.582
O -0.142 1.146 -0.664 0.132 -0.057 -0.012
O -1.724 2.977 -0.830 -0.058 0.089 -0.075
O -1.827 1.095 -2.411 -0.014 0.058 -0.162
H -3.823 -2.196 1.270 0.017 0.007 -0.010
H -4.482 -0.755 3.164 -0.007 0.025 0.010
H -3.930 1.686 3.084 -0.005 -0.010 0.009
H -2.685 2.567 1.136 0.001 0.006 0.011
C 0.564 -0.180 4.323 -0.026 0.032 -0.054
C 0.103 0.217 2.922 0.015 -0.006 0.015
C 0.524 1.643 2.577 -0.009 -0.078 0.022
C 0.553 -0.786 1.858 -0.017 0.062 0.086
N 2.003 -0.825 1.673 0.001 0.055 -0.023
C 2.767 -0.220 0.756 -0.174 -0.167 -0.040
N 4.019 -0.569 0.957 0.005 -0.014 -0.047
N 3.998 -1.407 2.017 -0.005 0.190 0.060
N 2.799 -1.556 2.457 0.046 -0.132 -0.042
H 0.163 0.516 5.064 -0.004 -0.008 0.004
H 1.653 -0.162 4.394 0.003 -0.011 0.019
H 0.230 -1.187 4.579 0.011 -0.004 0.016
H -0.991 0.170 2.891 -0.010 -0.001 -0.020
H 1.612 1.749 2.628 0.004 0.004 -0.016
H 0.093 2.347 3.292 -0.011 0.005 -0.009
H 0.196 1.911 1.572 0.026 0.035 -0.005
H 0.120 -0.530 0.894 -0.021 -0.035 -0.090
H 0.249 -1.795 2.129 -0.026 -0.025 -0.057
H 2.359 0.390 -0.037 0.036 0.064 0.037
N 3.815 2.962 -5.159 -0.008 -0.010 -0.042
C 3.227 2.011 -4.867 -0.060 -0.090 0.094
C 2.522 0.826 -4.508 -0.077 -0.012 -0.051
C 2.865 0.085 -3.375 0.100 -0.060 0.145
C 2.241 -1.149 -3.126 0.505 0.073 0.123
C 1.081 -1.453 -3.887 -0.125 0.050 -0.541
N 0.734 -0.704 -5.013 0.009 -0.272 0.182
C 1.441 0.355 -5.288 0.042 0.178 -0.101
H 3.698 0.400 -2.757 -0.015 -0.017 0.000
H 2.721 -1.886 -2.492 -0.048 0.058 0.071
H 0.674 -2.458 -3.890 -0.084 0.038 0.111
H 1.159 0.916 -6.177 -0.001 -0.013 0.002
```
Positions in Å, forces in eV/Å.

Atomic partial charges in e from the natural (NBO) method, atoms 1 to 5: 0.466 -0.977 2.424 -1.031 -1.048

---

ORCA calculation (wB97M-V/def2-TZVPD) on a gas-phase ion, C17H18O6PS (charge -3).

## Properties
Energy (eV): -50326.4548
Frontier orbital gap (eV): 1.265
Charge: -3
Multiplicity: 1

```
43
Properties=species:S:1:pos:R:3:forces:R:3
O -7.091 2.248 -0.246 -0.765 2.557 0.169
O -4.702 4.095 1.880 -1.562 -2.143 -0.647
O -3.155 2.175 2.097 -1.611 -1.714 -0.095
O -5.841 0.596 1.103 1.495 -0.357 2.538
O -5.946 0.423 -1.287 1.371 -1.715 -3.243
O -2.769 3.917 0.681 1.570 0.940 -2.073
C 5.398 -1.660 1.249 -0.039 0.028 -1.123
C 4.799 -2.503 2.158 0.307 -0.201 0.348
C 4.771 -1.393 0.014 0.733 0.038 0.509
C -1.246 -2.104 2.514 0.545 0.890 -0.942
C 3.576 -3.056 1.841 0.175 0.734 -1.077
C 3.567 -1.989 -0.343 0.112 0.419 0.783
C -0.176 -2.851 2.032 0.310 -1.079 0.644
C -1.590 -0.958 1.799 0.093 -0.286 0.543
C 0.142 -1.406 0.140 -0.667 0.369 0.048
C 2.954 -2.805 0.605 -0.282 -0.796 0.380
C 0.522 -2.517 0.874 -0.848 -0.492 0.165
C -0.906 -0.620 0.621 0.231 1.002 -0.462
C 1.583 -3.417 0.351 1.050 -0.627 -0.130
C -1.350 0.631 -0.106 -0.559 -0.468 0.681
C -2.772 0.400 -0.633 -0.538 0.341 0.170
C -3.349 1.670 -1.264 0.289 0.542 0.014
C -4.407 2.382 -0.410 -0.155 0.389 0.082
P -5.858 1.394 -0.158 -4.481 -2.358 -0.077
S -3.877 3.078 1.173 3.937 3.781 2.063
H 6.394 -1.284 1.439 -0.014 0.294 0.037
H 5.307 -2.755 3.102 -0.351 0.195 -0.407
H 5.286 -0.703 -0.645 -0.153 -0.043 -0.190
H -1.770 -2.342 3.428 -0.023 -0.197 0.039
H 3.092 -3.641 2.569 -0.716 -0.787 0.627
H 3.043 -1.724 -1.261 0.256 -0.200 0.151
H 0.118 -3.779 2.564 -0.110 0.512 -0.302
H -2.375 -0.311 2.186 -0.032 0.143 -0.373
H 0.580 -1.161 -0.846 -0.095 -0.133 0.706
H 1.549 -4.436 0.814 -0.089 0.808 -0.309
H 1.459 -3.533 -0.734 -0.011 -0.106 0.160
H -0.739 0.909 -0.945 0.808 -0.218 -0.534
H -1.294 1.483 0.582 -0.506 -0.079 0.023
H -3.426 0.054 0.193 0.116 0.128 -0.578
H -2.754 -0.351 -1.425 0.089 -0.426 0.209
H -3.795 1.483 -2.270 -0.077 -0.138 1.001
H -2.504 2.342 -1.453 0.017 0.308 0.139
H -4.779 3.241 -0.974 0.181 0.150 0.331
```
Positions in Å, forces in eV/Å.

Atomic partial charges in e from the natural (NBO) method, atoms 1 to 5: -1.279 -1.012 -1.056 -1.258 -1.307

---

ORCA calculation (wB97M-V/def2-TZVPD) on a molecular structure, C17H19AlN2O3Si.

## Properties
Energy (eV): -41538.8172
Frontier orbital gap (eV): 7.907
Charge: 0
Multiplicity: 1

```
43
Properties=species:S:1:pos:R:3:forces:R:3
Al 0.611 -0.862 -0.661 -0.216 0.488 0.070
O -0.384 -1.992 3.378 -0.101 0.033 0.115
C -0.907 -0.780 3.659 0.124 -0.180 -0.029
C -1.652 -0.669 4.833 -0.052 0.026 0.067
C -2.214 0.538 5.190 0.004 -0.029 -0.023
C -2.051 1.666 4.385 -0.009 -0.015 0.014
C -1.311 1.562 3.228 0.062 0.007 -0.012
C -0.723 0.348 2.848 0.026 0.080 -0.093
C 0.047 0.282 1.596 -0.047 -0.153 0.017
O 0.413 -0.927 1.157 0.015 0.158 0.150
N 0.326 1.370 0.938 0.091 -0.014 -0.143
N 1.004 0.989 -0.218 -0.428 -0.290 0.172
C 1.824 1.772 -0.796 0.363 0.083 -0.246
C 2.733 1.274 -1.819 -0.045 -0.016 0.067
C 3.590 2.187 -2.443 0.043 0.073 -0.038
C 4.584 1.771 -3.301 0.016 -0.013 -0.037
C 4.752 0.405 -3.527 -0.016 0.010 0.027
C 3.927 -0.523 -2.922 0.039 0.055 -0.084
C 2.892 -0.113 -2.080 -0.210 0.248 0.113
O 2.091 -1.036 -1.554 0.272 -0.372 -0.108
H 0.043 -1.938 2.502 -0.027 0.025 0.032
H -1.773 -1.555 5.443 0.000 0.026 -0.013
H -2.793 0.604 6.102 0.006 0.002 -0.004
H -2.501 2.610 4.663 0.014 -0.022 -0.006
H -1.164 2.418 2.583 -0.010 -0.004 0.013
H 1.910 2.802 -0.453 0.050 -0.033 0.030
H 3.465 3.244 -2.230 -0.002 -0.025 0.008
H 5.231 2.493 -3.781 -0.008 -0.029 0.020
H 5.543 0.064 -4.183 -0.014 -0.003 0.000
H 4.049 -1.584 -3.093 -0.004 0.016 -0.001
C -2.498 0.475 -1.522 0.056 0.164 0.040
Si -1.696 -1.219 -1.372 0.040 -0.212 -0.090
C -2.050 -2.143 -2.968 0.091 -0.044 -0.088
C -2.578 -2.114 0.026 -0.038 0.001 0.119
H -3.555 0.348 -1.774 0.006 0.052 0.012
H -2.032 1.084 -2.302 -0.047 -0.026 0.021
H -2.433 1.031 -0.582 -0.022 -0.022 -0.063
H -3.133 -2.195 -3.112 0.046 -0.020 -0.032
H -1.659 -3.163 -2.947 -0.034 0.053 -0.006
H -1.616 -1.636 -3.835 -0.033 -0.037 0.045
H -3.633 -2.254 -0.232 0.034 -0.006 0.039
H -2.534 -1.536 0.955 -0.004 -0.069 -0.068
H -2.145 -3.098 0.227 -0.032 0.033 -0.006
```
Positions in Å, forces in eV/Å.

Atomic partial charges in e from the natural (NBO) method, atoms 1 to 5: 1.584 -0.684 0.432 -0.300 -0.160